The following is a DFT calculation (ωB97M-V with the def2-TZVPD basis set) of C34H33Cl5N2O4Ti as an isolated structure at a distorted geometry.

Energy above the lowest of the compared OMol25 structures with the same formula, charge and spin: 0.000 eV
Expectation value of S²: 2.0063
Kohn-Sham gap (spin up / spin down): 0.217 / 0.304 Eh
HOMO level (spin up / spin down): -5.5 / -7.9 eV
Max |F|: 1.62 eV/A
Calculated total energy: -4876.47752 a.u.
Molecular weight: 758.8 u

```
! wB97M-V def2-TZVPD RIJCOSX def2/J DEFGRID3
* xyz 0 3
H -1.56 1.19 5.05
C 1.48 2.94 1.49
C -0.24 0.84 -5.08
N 1.28 1.85 -3.33
H -0.41 -2.72 1.83
C 1.24 -2.77 -3.10
C -1.13 0.24 4.75
H 2.20 -0.69 2.82
H 0.63 -3.67 -3.04
H -1.71 -0.27 -6.15
Cl 0.84 7.10 3.28
H -0.25 -4.39 -0.21
H 4.13 -1.65 -3.26
H -5.86 -1.70 -0.86
C 3.39 -0.93 -2.90
C -1.16 0.09 3.24
H 3.90 0.02 -2.77
Cl 3.67 5.80 3.28
H 0.69 -2.04 -3.71
C -4.91 -0.43 1.32
C -1.28 -0.51 -2.79
H 1.87 2.47 -3.87
O -1.46 -0.54 0.41
C 0.27 1.06 -3.80
H -1.64 -1.03 -1.91
C 4.41 -0.13 -0.25
C -0.24 0.40 -2.67
H 4.15 0.92 -0.03
H 2.15 -3.04 -3.64
N 0.48 0.80 -1.56
C 0.88 -2.58 -0.60
O 1.68 1.77 0.98
H -3.59 0.10 4.37
C -2.49 -0.39 1.16
C 2.48 -1.36 0.79
H -7.39 -0.79 -0.74
C 3.16 -0.97 -0.39
O -0.07 0.20 2.68
O -6.16 -0.53 0.84
C 1.37 1.66 -1.98
C -1.79 -0.73 -4.06
H 3.55 -1.79 2.61
Cl 4.10 2.96 2.04
H 0.95 -2.24 2.82
H 0.96 -3.81 2.02
C 0.01 4.83 2.04
C -0.38 -3.41 -0.67
C -1.28 -0.07 -5.18
H -5.75 -0.15 3.30
Ti 0.27 0.28 0.70
H -2.60 -1.43 -4.20
C 1.34 -2.18 0.68
H 2.66 -0.80 -3.70
H -0.71 -3.56 -1.69
H 5.03 -0.48 0.57
H 3.66 -0.10 2.09
C -3.62 -0.08 3.31
C -2.41 -0.14 2.57
C 2.72 -1.39 -1.63
H -5.89 0.06 -1.14
C 2.54 3.69 2.05
H -0.09 0.22 5.07
C -4.83 -0.21 2.72
C 1.08 5.53 2.60
C 0.67 -2.76 1.91
H 5.02 -0.16 -1.15
H 2.08 2.16 -1.35
H -1.68 -0.56 5.24
H -3.81 -0.70 -0.50
C 1.60 -2.24 -1.74
C 2.35 4.95 2.60
H -1.18 -2.89 -0.14
Cl -1.10 2.69 0.80
C 0.22 3.57 1.50
C 3.00 -0.96 2.15
Cl -1.56 5.53 2.03
C -3.78 -0.53 0.57
C -6.32 -0.75 -0.55
H 0.15 1.35 -5.95
*
```

Table of Mulliken atomic charges, one value per atom, all in e: 0.397, -1.253, -1.133, 0.086, 0.308, -2.388, -2.138, 0.306, 0.523, 0.394, -0.207, 0.475, 0.368, 0.316, -2.820, 1.061, 0.581, -0.197, 0.179, 1.170, 0.050, 0.245, 0.682, 0.721, 0.631, -2.336, -0.265, 0.253, 0.476, 0.378, 1.868, 0.458, 0.431, -0.602, 1.259, 0.243, 1.180, -0.258, -0.483, -1.217, -1.133, 0.277, -0.198, 0.386, 0.453, 0.017, -2.221, -0.606, 0.430, 0.529, 0.472, 0.983, 0.513, 0.387, 0.472, 0.436, -1.222, 0.643, 1.496, 0.321, 0.341, 0.348, -1.210, 0.420, -2.138, 0.437, 0.593, 0.468, 0.366, 0.831, 0.052, 0.110, -0.252, 0.802, -2.335, -0.206, -0.478, -0.770, 0.449

The following is a DFT calculation (ωB97M-V with the def2-TZVPD basis set) of a 4-piece molecular cluster, C37H75BF2N7O14S overall at a distorted geometry.

Kohn-Sham gap: 0.174 Eh
HOMO level: -10.0 eV
Max |F|: 10.50 eV/A
Calculated total energy: -3513.25164 a.u.
Molecular weight: 922.9 u

```
! wB97M-V def2-TZVPD RIJCOSX def2/J DEFGRID3
* xyz 1 1
H 2.55 -5.04 -1.90
C 0.88 -9.24 3.97
H 1.69 -8.88 3.33
H 5.23 -7.28 -3.02
H -5.67 4.43 -0.91
H 0.00 -5.53 3.21
H -8.12 10.45 -1.95
N 2.84 -6.49 4.50
C -0.14 2.95 3.44
H 1.04 -6.68 2.30
H -7.56 8.15 -3.10
O -0.57 3.48 2.12
C -7.72 9.96 -1.05
H 4.01 -5.34 3.23
H -4.29 3.42 -2.26
H 1.62 3.04 0.64
C 2.20 1.29 -2.17
H -0.05 -5.60 1.44
H 1.21 4.80 2.34
H 4.21 -3.77 -3.20
C 3.25 -5.57 -2.55
N -2.64 2.09 -1.78
C -5.54 10.40 1.51
O -7.42 6.21 -0.31
F -3.17 -2.38 -4.20
O 1.33 1.01 2.49
C 0.01 2.72 -1.08
H -5.05 9.62 0.91
C -7.36 6.96 0.90
H 6.24 4.22 -2.50
H 4.43 -9.80 0.50
H 0.43 0.56 2.52
H -5.07 11.37 1.34
H -7.35 6.25 1.74
H 2.44 -7.00 3.72
H -0.34 -1.19 -0.81
O -6.93 10.44 1.21
C -8.03 6.89 -1.40
C 0.13 4.76 1.82
H 1.91 -3.30 -0.19
H 1.38 -4.01 4.14
O 5.56 -8.73 -0.89
H 5.52 2.83 0.81
O 0.37 -8.19 4.78
C 0.57 1.54 -2.08
C -7.22 11.03 -0.07
C 0.00 -0.50 -3.92
H 2.77 -5.66 -3.53
H -0.35 -3.07 -0.90
N -4.40 2.79 -0.10
H 2.20 2.91 3.00
H -0.48 5.71 2.16
H -6.13 8.76 -0.62
H 1.78 -1.48 0.39
O 0.35 4.86 0.37
C -2.19 0.95 -2.72
C 5.63 3.22 -2.60
H 4.25 -8.02 0.57
H -5.67 4.19 1.00
H 5.74 -8.79 1.15
C 1.25 -7.82 5.85
H 5.80 4.53 0.02
H 1.86 4.06 -0.93
H 3.78 -8.08 -3.69
O 1.63 -4.70 2.18
H 3.78 -4.64 4.82
H 2.58 -1.86 -1.32
C 0.61 -5.68 2.31
H 5.28 -5.15 -3.32
H 0.07 -9.59 3.32
O 2.90 1.25 -3.32
C 5.91 -5.22 -0.81
C 4.30 -7.79 -2.76
H 4.89 3.28 -3.52
H 6.63 -4.68 -0.19
O 5.07 -4.27 -1.44
H -6.43 7.52 0.94
H 1.63 1.86 4.46
C 3.26 -5.16 4.01
O 3.02 1.11 -0.92
N 4.89 3.00 -1.27
H -4.87 1.65 -1.90
C 1.33 2.20 3.37
H 5.32 -5.85 -0.15
H -0.14 3.79 4.28
H 3.79 -6.81 -1.04
H -6.37 11.59 -0.47
H -5.07 2.05 0.21
N -6.63 9.05 -1.45
F -2.43 1.25 -5.67
O -3.11 -1.74 -1.86
H -8.33 6.11 -2.11
H -0.80 -0.59 -4.80
C 4.95 -8.85 0.39
H 3.78 -9.59 -1.63
H -8.97 7.37 -1.09
H -8.53 9.41 -0.57
O -4.58 0.16 -5.51
O 5.48 0.50 -1.25
H 2.65 -3.28 3.20
C 4.67 -9.05 -1.97
C -3.21 -1.32 -3.15
H 7.00 3.08 -0.44
H 1.06 -5.75 5.37
H 5.03 -0.40 -1.25
C -0.56 0.66 -2.91
H 1.22 -10.08 4.57
C -4.10 2.47 -1.56
B 4.41 1.55 -1.15
H 2.38 -6.10 6.51
H -0.94 2.15 3.77
C 2.17 -4.24 3.42
H -4.08 4.93 0.12
H -6.19 7.29 -2.42
H 6.43 2.37 -2.81
H -5.43 10.13 2.56
H 2.01 -8.58 6.04
H -1.98 3.83 -0.29
C 0.24 -2.10 -1.26
H 6.46 -5.83 -1.54
H -8.04 11.74 0.10
C -5.00 4.18 0.03
C 1.03 3.67 -0.17
C -7.09 7.85 -2.16
C 4.51 -4.69 -2.69
H 5.23 -9.72 -2.64
C 1.87 -6.44 5.59
C -1.62 2.94 -1.00
N 3.42 -6.91 -1.98
H -8.22 7.62 1.02
H 0.63 -7.75 6.75
C 5.89 3.36 -0.17
C -3.43 0.51 -4.87
C 1.74 -2.19 -0.57
H 1.04 -0.21 -4.43
N -3.29 0.17 -3.40
S 0.25 -2.18 -3.14
*
```

Here are the Mulliken charges for atoms 1 to 99, given in e: 0.187, -0.558, 0.150, 0.170, 0.277, 0.336, 0.390, -0.240, -0.460, 0.093, 0.399, -0.185, -0.165, 0.344, 0.314, 0.028, 0.222, 0.305, 0.338, 0.381, -0.505, 0.609, -0.683, -0.339, -0.197, -0.361, 0.475, 0.265, -0.621, 0.325, 0.357, 0.288, 0.339, 0.313, -0.043, 0.206, -0.332, -0.539, -0.329, -0.044, 0.378, -0.335, 0.294, -0.330, 0.435, -0.799, -0.914, 0.406, 0.423, -0.325, 0.175, 0.251, 0.052, 0.042, -0.421, -0.266, -0.844, 0.122, 0.305, 0.299, -0.791, 0.276, 0.359, 0.368, -0.219, 0.434, 0.020, -0.625, 0.413, 0.239, -0.571, -0.399, -0.188, 0.194, 0.312, -0.360, 0.154, 0.297, -0.789, -0.054, -0.066, 0.380, -0.381, -0.026, 0.304, -0.043, 0.397, 0.332, -0.314, -0.184, -0.419, 0.341, 0.334, -0.596, 0.382, 0.384, 0.158, -0.446, -0.607

The following is a DFT calculation (ωB97M-V with the def2-TZVPD basis set) of C41H37BrN2O6Sn as an isolated structure.

Energy above the lowest of the compared OMol25 structures with the same formula, charge and spin: 0.000 eV
Expectation value of S²: 0.7554
Kohn-Sham gap (spin up / spin down): 0.276 / 0.223 Eh
HOMO level (spin up / spin down): -10.6 / -10.8 eV
Max |F|: 0.93 eV/A
Calculated total energy: -4933.58548 a.u.
Molecular weight: 852.4 u

```
! wB97M-V def2-TZVPD RIJCOSX def2/J DEFGRID3
* xyz 1 2
Sn -1.03 -0.68 1.10
C -1.51 5.30 0.89
C -3.17 0.90 -0.84
C 3.56 -1.75 -1.59
H -1.45 5.82 1.83
C 1.64 -4.15 4.24
H 2.93 3.81 -3.03
H 1.19 2.28 -0.16
C -1.93 5.97 -0.25
C -1.18 3.96 0.82
C -4.15 0.26 -1.58
H 6.25 0.77 1.42
H -0.64 0.74 -3.07
H -5.16 0.17 -1.18
C -0.56 -3.29 3.87
H 2.91 2.78 3.17
C -4.73 -0.86 1.54
N -3.64 -1.62 1.32
C -6.02 -1.32 1.38
C 2.49 -4.18 -0.80
H 3.23 -2.74 3.85
C 2.52 -1.76 -0.65
C -5.09 -3.43 0.71
H 1.63 -0.93 3.16
H 4.74 -0.63 0.12
H -4.63 -0.75 -3.41
H -1.64 -3.32 3.84
C -1.61 0.58 -2.63
C -2.59 -0.07 -3.36
H -4.54 0.15 1.87
H 1.06 0.85 -4.41
C -1.69 3.94 -1.53
H 3.97 -0.82 -1.94
C 1.31 -1.90 3.49
H 4.05 2.45 -2.82
Br -2.31 -3.94 0.71
C -0.86 1.79 -0.45
H -6.86 -0.67 1.59
C 4.05 -2.94 -2.11
H -2.36 -0.44 -4.35
H 1.39 1.39 1.84
H 1.28 2.59 -4.68
H 2.05 -5.13 -0.50
C 5.18 0.92 1.50
H -1.77 3.42 -2.47
C 4.32 0.14 0.74
O 2.27 0.67 -2.13
H -3.40 1.35 0.12
C 3.31 2.05 2.48
H 4.85 -2.90 -2.83
H -5.20 -4.45 0.38
C 1.93 -0.48 -0.02
H 2.67 1.49 -4.75
C -1.26 3.27 -0.39
O 0.90 -0.84 0.87
C 0.26 -4.32 4.25
C 4.69 1.89 2.36
C -6.20 -2.62 0.93
O -7.41 -3.17 0.70
C 2.00 -2.99 -0.28
H 3.92 -5.08 -2.13
C 0.62 1.72 -0.91
O -0.88 1.28 0.89
H -0.85 3.43 1.71
H 5.36 2.50 2.95
C -1.87 1.05 -1.34
H 1.19 -3.03 0.44
C -3.86 -0.24 -2.84
C 2.46 1.27 1.72
H 0.52 -0.33 -1.60
C -2.02 5.29 -1.46
C 2.94 0.33 0.81
O -0.85 -1.12 3.13
O 0.76 2.37 -2.17
C 1.97 1.91 -2.76
H -2.35 5.80 -2.35
H -2.18 7.02 -0.21
C 1.73 1.70 -4.25
H 3.16 3.09 -1.42
C 3.52 -4.16 -1.72
C 2.16 -2.92 3.86
H -0.19 -5.26 4.55
H -8.11 -2.53 0.87
C 3.10 2.88 -2.49
C -3.85 -2.86 0.93
H 2.29 -4.95 4.54
C 1.28 0.35 -1.17
N -0.01 -2.12 3.49
*
```

Table of Mulliken atomic charges, one value per atom, all in e: 1.565, -0.952, -0.305, -0.367, 0.443, -0.304, 0.426, 0.788, -0.520, -0.515, -0.735, 0.480, 0.096, 0.524, -0.259, 0.487, -0.935, 0.105, -0.634, -1.012, 0.496, -0.252, -0.538, 0.863, 0.594, 0.435, 0.573, 0.198, -0.936, 0.538, 0.370, -0.114, 0.656, -0.404, 0.355, -0.140, 2.349, 0.381, -1.200, 0.527, 0.450, 0.352, 0.449, -0.809, 0.388, -0.819, -0.176, 0.729, -0.938, 0.425, 0.491, 2.827, 0.406, -0.480, -0.031, -0.771, -0.893, 0.919, -0.522, -0.625, 0.425, -0.432, -0.854, 0.435, 0.399, -0.333, 0.446, -0.800, -0.449, 0.915, -1.025, 0.632, -0.753, -0.212, 0.989, 0.432, 0.418, -1.655, 0.318, -0.661, -0.797, 0.439, 0.316, -1.677, 0.125, 0.444, -1.159, 0.576

The following is a DFT calculation (ωB97M-V with the def2-TZVPD basis set) of C30H44BBr2Cl5N8PrS3 as an isolated structure.

Energy above the lowest of the compared OMol25 structures with the same formula, charge and spin: 0.000 eV
Expectation value of S²: 2.0024
Kohn-Sham gap (spin up / spin down): 0.296 / 0.297 Eh
HOMO level (spin up / spin down): -10.1 / -10.1 eV
Max |F|: 0.45 eV/A
Calculated total energy: -10793.13425 a.u.
Molecular weight: 1101.7 u

```
! wB97M-V def2-TZVPD RIJCOSX def2/J DEFGRID3
* xyz 1 3
H -3.67 -1.60 5.08
C -0.04 5.19 1.52
C -0.15 5.40 3.03
C -2.23 -2.79 3.97
C 2.53 -3.87 -1.22
S 0.24 -0.76 2.62
C -0.78 6.28 0.75
H -1.16 -3.07 5.77
Cl 5.34 3.55 -4.45
H 0.64 -3.23 0.76
C -3.28 -1.00 0.99
H -3.93 -0.72 0.18
C -2.07 -4.21 3.45
H 1.75 -3.16 1.94
C -0.30 2.74 0.63
C -2.63 0.55 -3.30
H -3.90 -0.96 -5.14
C 3.06 0.91 -2.57
C 4.70 2.48 -3.29
H -0.32 7.25 0.97
N -1.94 -0.66 -3.28
N 3.09 -2.52 -1.40
H -1.18 5.50 3.37
H -0.20 -0.30 -5.30
H -0.01 -2.55 -4.12
H -3.38 1.99 1.31
N -0.73 3.89 1.21
C 4.61 -0.31 3.15
C -1.40 -1.08 2.18
H -2.00 -4.91 4.28
S 1.27 2.38 -0.01
C -3.52 -2.64 4.78
C 1.43 5.22 1.13
H 4.57 -0.70 4.16
H -1.07 -3.25 -5.35
H -2.63 4.52 2.01
Cl 1.56 0.02 -2.91
B -1.28 0.43 0.14
H -1.07 -1.40 5.19
H 1.54 -3.88 -1.67
H -1.83 6.35 1.03
Cl 2.71 1.96 -5.05
C -1.86 -1.47 -4.54
C 4.80 1.40 -1.13
C 5.35 2.29 -2.06
H -0.10 -2.65 4.43
S -0.48 -2.12 -1.38
C -3.49 -1.85 2.02
H 1.58 5.09 0.06
H -4.40 -2.98 4.24
C -3.29 -1.84 -4.94
C -2.53 1.10 -2.08
H 2.02 4.48 1.66
Cl 6.80 3.14 -1.74
C -1.20 -0.60 -5.61
H -1.11 -1.18 -6.53
C -1.05 -2.75 -4.38
C -2.07 3.74 1.54
C 3.53 1.77 -3.55
H -1.47 -3.42 -3.64
H -2.90 2.04 -1.70
H 0.31 4.56 3.56
N -2.00 -0.52 1.10
Pr 1.86 -0.57 0.02
Cl 5.68 1.21 0.38
N 1.64 -3.12 0.93
H -0.16 0.14 0.09
C -1.06 -2.44 4.88
H 4.08 -2.51 -1.16
H -2.92 -4.51 2.83
C 3.63 0.69 -1.33
H -3.77 -2.42 -4.15
H 2.01 -5.17 0.42
H 5.53 0.23 2.95
N -2.32 -1.88 2.78
N -1.80 0.24 -1.30
Br 3.13 0.88 2.89
H -3.27 -2.44 -5.84
C -2.44 2.49 1.19
H -3.44 -3.24 5.68
N -1.35 1.88 0.61
H -3.11 0.91 -4.19
C -1.44 -0.84 -2.04
H 3.42 -4.17 0.71
H 0.38 6.31 3.30
H -1.78 0.30 -5.83
H -0.71 6.11 -0.32
H -1.17 -4.30 2.85
H 3.13 -4.63 -1.71
Br 4.52 -1.80 1.92
H 3.05 -2.25 -2.38
H 1.79 6.21 1.41
C 2.43 -4.17 0.26
H -4.35 -2.42 2.27
*
```

Table of Mulliken atomic charges, one value per atom, all in e: 0.391, 1.178, -1.540, 1.145, -0.517, -0.346, -1.544, 0.541, -0.178, 0.023, -1.155, 0.637, -1.329, 0.296, 0.225, -0.895, 0.383, 0.819, 0.719, 0.450, 0.813, -0.136, 0.385, 0.227, 0.292, 0.712, 0.499, -0.769, 0.091, 0.447, -0.188, -1.721, -2.152, 0.521, 0.607, 0.621, 0.166, 0.999, 0.439, 0.158, 0.388, -0.197, 1.147, 1.145, -0.486, 0.338, -0.408, -0.570, 0.476, 0.425, -1.619, -0.935, 0.394, -0.173, -1.381, 0.469, -2.026, -0.604, -0.758, 0.438, 0.679, 0.353, 0.924, -0.788, -0.248, -0.012, -1.135, -1.943, 0.200, 0.355, -0.905, 0.364, 0.439, 0.438, 0.577, 0.796, 0.081, 0.446, -1.151, 0.468, 0.622, 0.567, -0.198, 0.238, 0.455, 0.369, 0.357, 0.175, 0.450, -0.005, 0.266, 0.575, -0.717, 0.531

The following is a DFT calculation (ωB97M-V with the def2-TZVPD basis set) of a 3-piece molecular cluster, C12H19Cl4FNO2 overall.

Kohn-Sham gap: 0.243 Eh
HOMO level: -4.3 eV
Max |F|: 0.94 eV/A
Calculated total energy: -2614.52651 a.u.
Molecular weight: 370.1 u

```
! wB97M-V def2-TZVPD RIJCOSX def2/J DEFGRID3
* xyz -1 1
H 3.41 -4.88 -4.52
H 5.24 -3.13 -4.59
H -0.92 0.15 -3.53
Cl 3.27 -2.12 -5.37
H 1.24 -0.50 -2.96
C -0.91 -0.54 -2.68
Cl 2.16 -3.96 -2.74
H 4.34 -4.75 -3.02
C -0.99 1.48 1.52
C 0.49 -1.06 -2.40
H 0.76 -0.98 -1.35
C -0.34 1.32 2.52
C -1.41 1.74 6.42
H 0.50 2.46 -0.60
Cl 0.28 1.70 5.86
H -2.61 1.20 8.10
H 0.59 -2.10 -2.73
H -2.68 1.03 0.47
H -0.90 1.43 8.49
C 4.27 -2.93 -4.14
N 0.29 1.50 -0.86
O -2.85 2.92 -1.87
F -1.69 -1.66 -3.11
H 0.10 1.33 3.49
C -1.65 0.06 -1.50
H -1.69 -0.65 -0.67
H -2.68 0.21 -1.82
C -1.67 2.54 -2.02
H -1.69 2.79 6.52
H 4.40 -2.24 -3.31
H 0.72 1.42 -1.78
H -2.19 2.75 0.38
Cl -1.35 -0.72 7.63
C -1.59 1.05 7.75
O -0.84 2.93 -2.87
C 3.65 -4.23 -3.67
C -1.84 1.72 0.35
H -2.03 1.29 5.64
C -1.16 1.43 -1.03
*
```

Table of Mulliken atomic charges, one value per atom, all in e: 0.315, 0.335, 0.358, -0.173, 0.341, 0.392, -0.150, 0.294, -0.084, -0.927, 0.470, 0.512, -0.465, 0.325, -0.225, 0.296, 0.000, 0.328, 0.305, -0.510, -0.786, -0.756, -0.440, -0.105, -1.726, 0.373, 0.395, 0.272, 0.296, 0.331, 0.268, 0.429, -0.187, -0.399, -0.753, -0.448, -1.538, 0.345, 1.690

The following is a DFT calculation (ωB97M-V with the def2-TZVPD basis set) of one molecule with the formula C18H21N3O2.

Energy above the lowest of the compared OMol25 structures with the same formula, charge and spin: 2.752 eV
Kohn-Sham gap: 0.339 Eh
HOMO level: -8.8 eV
Structure (SMILES): O=C(NCCCNCc1ccccc1)/C(=N\O)c1ccccc1
Max |F|: 0.70 eV/A
Calculated total energy: -1013.22437 a.u.
Molecular weight: 311.4 u

```
! wB97M-V def2-TZVPD RIJCOSX def2/J DEFGRID3
* xyz 0 1
C -5.16 0.21 -0.45
C -5.06 2.61 -0.39
H 0.93 -1.88 0.29
H -5.56 3.56 -0.36
C 6.06 1.02 -0.50
C 5.35 1.07 -1.68
C -3.10 -1.17 -0.51
C 3.71 -0.43 -0.76
H -2.25 -3.35 -0.94
C 0.51 0.24 1.98
H 1.33 0.09 2.68
C 4.18 0.35 -1.81
N -3.64 -2.05 -1.27
C -3.76 0.14 -0.46
O -3.12 -3.27 -1.42
H -0.19 -1.79 2.18
C 4.43 -0.47 0.42
H -6.87 1.48 -0.40
N -1.72 -0.66 1.40
H -3.09 3.46 -0.42
H -5.72 -0.71 -0.47
C -3.03 1.33 -0.45
C -1.88 -1.44 0.32
H 1.87 -0.89 -1.78
H 6.98 1.59 -0.39
H 0.12 1.25 2.12
H 4.06 -1.08 1.23
H -1.95 1.30 -0.51
O -1.14 -2.39 0.07
N 1.66 -1.18 0.33
C 2.44 -1.24 -0.89
H 2.71 -2.29 -1.06
H 0.26 0.35 -0.18
H -0.94 -0.64 3.32
H -2.34 0.13 1.52
C -5.80 1.43 -0.41
H 5.70 1.67 -2.50
C 1.06 0.12 0.55
C -3.67 2.55 -0.42
C -0.59 -0.78 2.29
C 5.60 0.25 0.56
H 1.84 0.88 0.42
H 6.16 0.21 1.48
H 3.62 0.39 -2.74
*
```

Table of Mulliken atomic charges, one value per atom, all in e: -0.526, -0.427, 0.239, 0.389, -0.413, -0.557, -0.152, 0.566, 0.398, -0.666, 0.389, -0.508, -0.428, 0.320, -0.404, 0.447, -0.126, 0.385, -0.040, 0.420, 0.452, -0.055, 1.158, 0.361, 0.374, 0.339, 0.381, 0.461, -0.854, -0.175, -0.981, 0.383, 0.226, 0.423, 0.307, -0.589, 0.370, -0.744, -0.717, -1.179, -0.568, 0.587, 0.383, 0.353